Arrangement A

Formula: C4H4O3
Source: OMol25
Level of theory: the ωB97M-V functional and the def2-TZVPD basis

Geometry (Å):
C  -1.4366  0.3144  -0.5814
C  -0.4020  -0.7463  -0.3285
O  -0.3230  -1.7989  -0.9149
C  0.6097  -0.4555  0.7903
O  0.4970  -0.8870  1.9124
C  1.8057  0.4175  0.4126
O  1.9332  0.8572  -0.7026
H  -2.0477  0.4563  0.3179
H  -2.0716  0.0187  -1.4184
H  -0.9416  1.2666  -0.8047
H  2.5120  0.6179  1.2411

Results
SMILES string: CC(=O)C(=O)C=O
HOMO energy: -9.8 eV
HOMO-LUMO gap: 0.32080 Ha
total charge: 0


Arrangement B

Formula: C4H4O3
Source: OMol25
Level of theory: the ωB97M-V functional and the def2-TZVPD basis

Geometry (Å):
C  0.2859  0.6797  0.0819
C  1.3850  -0.2728  -0.0725
C  0.6545  -1.5025  0.0999
C  -0.8825  0.1009  0.1147
H  0.1519  2.4416  0.2722
H  2.5572  -0.2961  -0.3378
H  0.8256  -2.7020  -0.2717
H  -2.9604  0.3101  0.4051
O  0.8980  1.8588  -0.0623
O  -0.7268  -1.1623  -0.0450
O  -2.1885  0.5445  -0.1846

Results
SMILES string: Oc1ccoc1O
HOMO energy: -8.4 eV
HOMO-LUMO gap: 0.32740 Ha
total charge: 0


Which of them is least stable? Easy: arrangement B.


Arrangement A

Formula: C4H4O3
Source: OMol25
Level of theory: the ωB97M-V functional and the def2-TZVPD basis

Geometry (Å):
C  -1.3890  0.3263  -0.6078
C  -0.4629  -0.8186  -0.2722
O  -0.4999  -1.9100  -0.7845
C  0.6421  -0.5234  0.7839
O  0.7615  -1.1196  1.8266
C  1.7062  0.5232  0.4369
O  1.9610  0.8240  -0.7016
H  -2.0417  0.5767  0.2382
H  -2.0154  0.0968  -1.4745
H  -0.7703  1.2001  -0.8319
H  2.2522  0.9214  1.3157

Results
SMILES string: CC(=O)C(=O)C=O
HOMO energy: -9.8 eV
HOMO-LUMO gap: 0.32314 Ha
total charge: 0


Arrangement B

Formula: C4H4O3
Source: OMol25
Level of theory: the ωB97M-V functional and the def2-TZVPD basis

Geometry (Å):
O  -1.8972  0.6655  0.8057
C  -0.8614  1.0903  0.2352
C  0.1290  0.1453  -0.0808
C  -0.2905  -1.2391  0.4168
O  -0.5229  -1.7432  -0.7284
C  1.3878  0.3758  -0.7745
O  1.8248  1.5022  -0.9086
H  -0.7253  2.1557  0.0460
H  0.3154  -1.8029  1.1454
H  -1.3181  -0.6291  0.9241
H  1.9584  -0.5206  -1.0810

Results
HOMO energy (alpha / beta): -9.6 / -9.7 eV
HOMO-LUMO gap (alpha / beta): 0.26117 / 0.28045 Ha
total charge: 0


Arrangement C

Formula: C4H4O3
Source: OMol25
Level of theory: the ωB97M-V functional and the def2-TZVPD basis

Geometry (Å):
C  1.3962  -0.7854  -0.1100
C  -0.0745  -0.2244  0.4644
C  -0.3677  1.1630  0.0270
C  -1.2282  -0.5187  -0.3983
H  1.6670  -1.7093  0.4199
H  -0.0247  -0.5866  1.5177
H  -0.7093  1.7718  1.0150
H  0.5719  1.7890  -0.3441
O  2.0596  -0.3124  -1.0238
O  -1.2133  0.7597  -1.0384
O  -2.0771  -1.3464  -0.5295

Results
HOMO energy: -10.6 eV
HOMO-LUMO gap: 0.39267 Ha
total charge: 0


Arrangement D

Formula: C4H4O3
Source: OMol25
Level of theory: the ωB97M-V functional and the def2-TZVPD basis

Geometry (Å):
O  1.3340  -0.9783  2.0080
C  0.1668  -0.6806  2.0694
C  -0.0842  0.4476  -0.4739
C  -0.4619  1.5770  -1.2449
O  0.5053  2.3183  -1.3612
C  0.2761  -0.7910  -1.0621
O  -0.6944  -1.5366  -0.9653
H  -0.6164  -1.2538  1.5359
H  -1.4712  1.7585  -1.6453
H  -0.1962  0.1820  2.6611
H  1.2421  -1.0431  -1.5216

Results
HOMO energy: -10.0 eV
HOMO-LUMO gap: 0.31398 Ha
total charge: 0


Which of them is least stable? Easy: arrangement D.